# 1
Here is a cluster of 9 separate species, C40H74N12O5P2 in total from OMol25. Energies are from the ωB97M-V functional and the def2-TZVPD basis.

Cartesian coordinates (Å):
N: -7.517 1.449 0.552
C: -7.594 2.763 0.019
C: -6.381 3.411 0.139
C: -5.430 2.569 0.654
C: -6.173 1.410 0.964
H: -8.199 0.707 0.619
H: -8.554 3.143 -0.298
H: -6.270 4.419 -0.232
H: -4.382 2.793 0.792
H: -5.830 0.553 1.525
N: -1.185 -0.586 -0.114
C: -0.323 0.057 -0.996
C: -0.547 1.411 -0.990
C: -1.616 1.657 -0.168
C: -2.028 0.395 0.367
H: -1.241 -1.589 -0.007
H: 0.402 -0.483 -1.587
H: 0.111 2.097 -1.502
H: -2.094 2.621 -0.066
H: -2.809 0.175 1.079
N: -1.067 -4.841 0.626
C: -1.835 -3.918 -0.025
C: -1.207 -3.664 -1.225
C: -0.019 -4.437 -1.281
C: 0.084 -5.103 -0.158
H: -1.290 -5.343 1.473
H: -2.809 -3.629 0.341
H: -1.552 -3.059 -2.050
H: 0.678 -4.456 -2.106
H: 0.816 -5.771 0.269
N: -0.204 -0.792 -5.061
C: -0.863 -1.990 -4.898
C: -1.900 -2.086 -5.738
C: -2.050 -0.857 -6.368
C: -0.950 -0.099 -6.002
H: 0.558 -0.396 -4.529
H: -0.460 -2.768 -4.268
H: -2.529 -2.962 -5.794
H: -2.817 -0.356 -6.940
H: -0.722 0.956 -6.029
N: 2.752 1.042 -6.044
C: 3.341 0.632 -4.879
C: 2.665 1.338 -3.877
C: 1.688 2.147 -4.467
C: 1.759 1.944 -5.826
H: 3.046 0.693 -6.945
H: 4.139 -0.095 -4.833
H: 2.982 1.262 -2.848
H: 1.043 2.814 -3.914
H: 1.052 2.252 -6.582
N: 4.660 4.087 0.478
C: 4.258 3.133 -0.449
C: 2.890 2.986 -0.347
C: 2.447 3.702 0.764
C: 3.528 4.346 1.221
H: 5.624 4.341 0.637
H: 5.002 2.800 -1.158
H: 2.165 2.455 -0.945
H: 1.401 3.644 1.025
H: 3.716 4.994 2.065
O: 6.269 -0.858 1.659
P: 5.115 -1.817 1.529
N: 4.462 -2.130 3.024
C: 4.562 -1.111 4.125
C: 3.735 -3.296 3.375
N: 5.661 -3.324 0.870
C: 6.148 -3.350 -0.489
C: 6.370 -4.247 1.752
N: 3.736 -1.394 0.510
C: 2.469 -2.042 0.389
C: 3.833 -0.295 -0.406
H: 3.529 -0.991 4.451
H: 4.913 -0.138 3.779
H: 5.024 -1.358 5.081
H: 2.786 -3.016 3.832
H: 4.261 -3.884 4.127
H: 3.321 -3.857 2.537
H: 5.637 -2.660 -1.160
H: 7.194 -3.044 -0.505
H: 6.189 -4.363 -0.891
H: 5.782 -4.741 2.526
H: 6.793 -5.112 1.242
H: 7.127 -3.665 2.279
H: 2.669 -3.059 0.051
H: 1.834 -1.998 1.274
H: 1.808 -1.587 -0.349
H: 3.054 0.435 -0.187
H: 3.833 -0.760 -1.391
H: 4.759 0.280 -0.376
O: -1.166 0.144 7.579
P: -1.710 0.109 6.222
N: -2.947 -0.998 5.992
C: -3.600 -1.312 4.675
C: -3.667 -1.731 7.048
N: -0.614 -0.394 5.074
C: 0.320 0.536 4.455
C: -0.317 -1.857 4.903
N: -2.379 1.568 5.627
C: -3.172 1.727 4.383
C: -1.634 2.818 5.924
H: -3.396 -2.365 4.485
H: -3.108 -0.743 3.886
H: -4.646 -1.013 4.602
H: -2.893 -2.131 7.702
H: -4.096 -2.679 6.724
H: -4.487 -1.203 7.536
H: -0.215 1.476 4.316
H: 1.115 0.712 5.180
H: 0.739 0.239 3.494
H: 0.543 -2.203 5.476
H: -1.067 -2.607 5.152
H: 0.017 -1.988 3.874
H: -4.159 1.270 4.453
H: -3.334 2.799 4.279
H: -2.744 1.387 3.440
H: -0.963 3.135 5.126
H: -0.871 2.775 6.701
H: -2.340 3.629 6.104
C: -2.803 1.450 -3.578
C: -3.169 2.576 -4.524
O: -2.442 2.471 -5.728
C: -2.586 3.338 -6.734
O: -3.084 4.472 -6.649
O: -1.877 2.995 -7.849
C: -1.867 3.767 -8.996
H: -1.715 1.475 -3.524
H: -3.052 0.471 -3.986
H: -3.177 1.465 -2.554
H: -2.825 3.502 -4.065
H: -4.219 2.583 -4.816
H: -0.891 3.838 -9.475
H: -2.285 4.773 -8.949
H: -2.453 3.191 -9.711

For the strongest force on any atom, the calculation gives 4.73 eV/A. Its charge is -1. As for the calculated total energy: -89373.4813 eV. As for the spin multiplicity: 2. Its expectation value of S² is 0.751.

***

# 2
Here is a cluster of 13 separate species, C3H30NO13S in total from OMol25. Energies are from the ωB97M-V functional and the def2-TZVPD basis.

Cartesian coordinates (Å):
O: 0.129 1.374 0.532
C: 0.555 0.887 -0.586
N: -0.359 0.667 -1.403
C: -0.163 -0.091 -2.648
C: 0.612 -1.393 -2.424
S: 0.290 -2.468 -0.932
H: 1.564 0.949 -0.899
H: -1.299 0.740 -1.181
H: 0.177 0.586 -3.369
H: -1.165 -0.285 -3.152
H: 1.668 -1.105 -2.505
H: 0.574 -2.021 -3.306
H: 4.341 1.809 -1.706
H: 4.164 0.658 -0.700
O: 4.440 1.585 -0.852
H: -0.291 -0.250 1.442
H: -0.551 -1.693 0.561
O: -0.767 -1.072 1.426
H: -2.352 -2.485 1.149
H: -2.194 -3.551 0.006
O: -2.861 -2.996 0.491
H: -4.440 -0.253 -2.106
H: -3.878 -1.342 -1.081
O: -4.349 -1.181 -1.899
H: 3.193 0.358 3.299
H: 2.135 -0.592 2.828
O: 3.032 -0.274 2.608
H: 0.191 -1.494 3.065
H: 0.223 -2.982 2.977
O: 0.479 -2.281 3.576
H: 2.224 3.503 -1.859
H: 0.774 3.211 -2.354
O: 1.633 3.649 -2.502
H: -1.998 2.348 -2.116
H: -2.874 3.332 -1.135
O: -2.065 3.278 -1.759
H: 0.315 1.590 3.867
H: 0.809 1.313 2.412
O: 1.101 1.352 3.338
H: 3.342 -0.662 0.510
H: 2.135 -1.157 -0.636
O: 3.106 -0.725 -0.436
H: -1.243 1.912 2.033
H: -1.357 0.919 3.217
O: -1.732 1.751 2.856
H: -2.197 -0.180 0.503
H: -3.254 -0.846 0.074
O: -3.007 0.050 -0.023

For the strongest force on any atom, the calculation gives 7.45 eV/A. Its charge is 0. As for the spin multiplicity: 2. Its expectation value of S² is 0.753. Its relative energy (zero: lowest compared OMol25 entry of this formula, charge and spin) is 240.6 kJ/mol.

***

# 3
Here is a structure of composition C5H4O5Pr from OMol25. Energies are from the ωB97M-V functional and the def2-TZVPD basis.

Cartesian coordinates (Å):
O: 1.769 2.460 -0.188
C: 1.092 1.573 -0.444
Pr: 0.258 -0.402 -0.930
O: 1.791 -0.679 -4.496
C: 1.296 -0.543 -3.493
C: -1.679 0.902 -0.637
O: -2.571 1.508 -0.518
C: -1.335 -1.882 -1.139
O: -1.957 -2.855 -1.302
C: 0.197 0.352 2.336
O: -0.175 -0.794 1.569
H: -0.439 1.197 2.020
H: 1.258 0.596 2.185
H: -0.022 0.083 3.379
H: 0.516 -1.516 1.657

For the strongest force on any atom, the calculation gives 13.03 eV/A. Its charge is +3. As for the calculated total energy: -29517.9833 eV. As for the spin multiplicity: 3. Its expectation value of S² is 2.002.